Record 1
The following is a quantum chemistry calculation of a cluster of 9 separate species, C48H67BF7N8O3 in total, from the Open Molecules 2025 dataset.

Element x y z (Å)
C -3.30 3.44 2.24
C -2.08 2.66 1.74
C -1.90 1.32 2.43
C -3.02 0.28 2.19
C -3.45 0.15 0.74
C -4.39 -1.03 0.47
B -3.79 -2.59 0.54
C -2.15 -2.61 0.45
C -1.45 -3.95 0.12
C 0.05 -3.72 -0.07
O 0.84 -4.82 0.50
C 2.17 -4.66 0.45
C 2.90 -5.18 1.65
O 2.75 -4.14 -0.52
C -4.32 -3.35 -0.81
O -5.74 -3.27 -1.01
C -6.15 -3.20 -2.35
C -4.43 -3.23 1.92
F -4.17 -2.45 3.06
F -5.81 -3.28 1.83
C -4.02 -4.65 2.39
F -5.01 -5.24 3.14
F -3.80 -5.49 1.33
C -2.77 -4.71 3.33
F -1.83 -3.78 3.04
F -3.11 -4.54 4.63
F -2.17 -5.93 3.22
H -4.21 2.85 2.20
H -3.11 3.78 3.26
H -3.45 4.32 1.61
H -1.20 3.28 1.96
H -2.10 2.56 0.65
H -1.76 1.47 3.50
H -0.97 0.87 2.06
H -3.88 0.57 2.81
H -2.66 -0.67 2.59
H -3.98 1.08 0.48
H -2.56 0.14 0.09
H -4.83 -0.87 -0.53
H -5.23 -0.90 1.16
H -1.66 -2.20 1.33
H -1.90 -1.96 -0.39
H -1.56 -4.70 0.90
H -1.84 -4.36 -0.81
H 0.35 -2.82 0.47
H 0.29 -3.61 -1.12
H 2.24 -5.70 2.34
H 3.36 -4.33 2.14
H 3.70 -5.84 1.30
H -4.02 -4.40 -0.91
H -3.82 -2.82 -1.64
H -6.50 -2.19 -2.59
H -5.35 -3.49 -3.04
H -6.99 -3.89 -2.51
N 3.31 -1.11 -0.58
C 2.36 -0.46 0.15
C 2.52 0.89 -0.06
C 3.62 1.06 -0.95
C 4.07 -0.20 -1.25
H 3.43 -2.11 -0.63
H 1.65 -0.99 0.75
H 1.93 1.67 0.39
H 4.02 1.98 -1.33
H 4.88 -0.51 -1.89
N 4.87 1.23 2.32
C 4.50 2.01 3.38
C 5.51 2.90 3.62
C 6.53 2.64 2.66
C 6.10 1.61 1.87
H 4.30 0.50 1.92
H 3.55 1.86 3.87
H 5.52 3.65 4.39
H 7.47 3.16 2.56
H 6.56 1.12 1.03
N 0.20 -0.19 -2.36
C 0.28 -1.38 -3.02
C -0.81 -1.48 -3.85
C -1.58 -0.30 -3.67
C -0.93 0.47 -2.75
H 0.87 0.14 -1.68
H 1.11 -2.05 -2.85
H -1.03 -2.31 -4.50
H -2.51 -0.05 -4.16
H -1.18 1.43 -2.32
N 1.15 -6.13 7.65
C 0.09 -5.30 7.39
C -0.36 -5.57 6.12
C 0.47 -6.60 5.59
C 1.39 -6.92 6.55
H 1.67 -6.15 8.50
H -0.26 -4.60 8.12
H -1.18 -5.09 5.63
H 0.40 -7.04 4.62
H 2.19 -7.64 6.56
N -0.38 3.92 -3.93
C -0.64 4.26 -5.23
C -1.10 5.55 -5.25
C -1.11 6.01 -3.90
C -0.66 4.98 -3.12
H -0.04 3.03 -3.63
H -0.49 3.55 -6.03
H -1.39 6.10 -6.12
H -1.41 6.98 -3.55
H -0.52 4.92 -2.05
N -4.01 4.75 6.52
C -5.27 5.03 6.99
C -5.57 6.32 6.64
C -4.46 6.83 5.92
C -3.52 5.84 5.86
H -3.53 3.88 6.63
H -5.83 4.29 7.53
H -6.49 6.83 6.86
H -4.37 7.82 5.49
H -2.54 5.82 5.41
N 6.52 1.20 -3.93
C 6.68 2.56 -3.86
C 5.58 3.14 -4.43
C 4.72 2.09 -4.86
C 5.33 0.91 -4.54
H 7.18 0.53 -3.59
H 7.56 3.00 -3.41
H 5.40 4.20 -4.52
H 3.76 2.19 -5.33
H 5.02 -0.11 -4.68
N 4.66 2.63 -8.01
C 4.04 3.85 -8.07
C 3.73 4.10 -9.38
C 4.17 2.98 -10.14
C 4.74 2.10 -9.27
H 5.00 2.20 -7.17
H 3.88 4.43 -7.18
H 3.23 4.98 -9.75
H 4.08 2.85 -11.21
H 5.20 1.13 -9.43

Properties
E = -3256.9423 Eh
LUMO = 1.7 eV
HOMO-LUMO gap = 7.4 eV
Total charge = -1

---

Record 2
The following is a quantum chemistry calculation of the molecule C14H16N2O3S, from the Open Molecules 2025 dataset.

Element x y z (Å)
C 0.29 6.41 -2.61
O 0.88 5.72 -1.53
C 0.42 4.47 -1.22
C -0.60 3.81 -1.89
C -0.98 2.54 -1.49
C -0.35 1.90 -0.43
O -0.82 0.66 -0.12
C -0.19 -0.06 0.92
C -0.83 -1.45 0.96
C -0.45 -2.29 -0.26
C 1.00 -2.67 -0.21
O 1.89 -2.08 -0.76
N 1.34 -3.76 0.58
C 0.56 -4.63 1.28
N -0.71 -4.58 1.46
C -1.15 -5.61 2.22
C -0.21 -6.48 2.65
S 1.35 -6.01 2.07
C 0.67 2.57 0.24
C 1.05 3.83 -0.16
H 0.81 7.36 -2.67
H -0.78 6.58 -2.43
H 0.42 5.86 -3.55
H -1.11 4.27 -2.72
H -1.77 2.02 -2.01
H 0.89 -0.15 0.72
H -0.33 0.45 1.88
H -1.92 -1.32 0.97
H -0.54 -1.96 1.88
H -0.61 -1.69 -1.16
H -1.07 -3.18 -0.29
H 2.33 -3.96 0.58
H -2.21 -5.68 2.43
H -0.32 -7.36 3.25
H 1.18 2.11 1.07
H 1.84 4.35 0.36

Properties
Relative energy (zero: lowest compared OMol25 entry of this formula, charge and spin) = 205.5 kJ/mol
E = -1276.4977 Eh
LUMO = 0.6 eV
HOMO-LUMO gap = 8.3 eV
SMILES = COc1ccc(OCCCC(=O)Nc2nccs2)cc1

---

Record 3
The following is a quantum chemistry calculation of the molecule C23H39N5O2, from the Open Molecules 2025 dataset.

Element x y z (Å)
C -7.92 -2.70 -1.98
C -7.09 -2.11 -0.85
C -6.49 -0.76 -1.24
N -5.73 -0.18 -0.17
N -6.33 0.64 0.69
C -5.41 0.97 1.58
C -4.19 0.33 1.31
C -2.91 0.42 2.08
N -1.78 0.70 1.21
C -0.52 0.58 1.90
C 0.64 0.69 0.92
C 0.59 2.05 0.20
N 1.64 2.35 -0.75
C 1.94 1.41 -1.79
C 3.05 0.40 -1.44
C 4.29 1.17 -0.98
C 5.53 0.30 -0.76
O 6.48 0.44 -1.51
N 5.60 -0.58 0.26
C 6.80 -1.40 0.40
C 6.45 -2.87 0.16
O 5.43 -3.30 1.04
C 4.28 -2.51 0.91
C 4.57 -1.03 1.17
C 3.95 2.10 0.18
C 2.82 3.04 -0.28
C -0.79 2.17 -0.46
C -1.89 2.00 0.58
C -4.44 -0.41 0.16
C -3.52 -1.27 -0.62
H -8.73 -2.03 -2.25
H -8.34 -3.65 -1.69
H -7.30 -2.85 -2.87
H -6.29 -2.80 -0.58
H -7.71 -1.97 0.03
H -5.84 -0.87 -2.12
H -7.29 -0.06 -1.48
H -5.65 1.63 2.39
H -3.02 1.19 2.86
H -2.72 -0.54 2.57
H -0.48 -0.40 2.39
H -0.41 1.35 2.69
H 1.58 0.58 1.46
H 0.56 -0.11 0.18
H 0.65 2.83 0.97
H 2.27 1.98 -2.67
H 1.03 0.87 -2.07
H 2.69 -0.29 -0.68
H 3.29 -0.19 -2.33
H 4.59 1.81 -1.82
H 7.53 -1.05 -0.33
H 7.19 -1.27 1.42
H 7.31 -3.51 0.35
H 6.12 -2.99 -0.88
H 3.56 -2.90 1.63
H 3.86 -2.62 -0.11
H 3.66 -0.45 1.07
H 4.95 -0.92 2.20
H 3.63 1.56 1.07
H 4.83 2.70 0.45
H 3.19 3.65 -1.11
H 2.54 3.71 0.54
H -0.88 3.14 -0.95
H -0.90 1.40 -1.22
H -2.87 2.07 0.10
H -1.82 2.81 1.33
H -3.78 -2.32 -0.53
H -2.51 -1.12 -0.25
H -3.55 -1.01 -1.68

Properties
Relative energy (zero: lowest compared OMol25 entry of this formula, charge and spin) = 26.2 kJ/mol
E = -1324.0599 Eh
LUMO = 0.6 eV
HOMO-LUMO gap = 8.7 eV
SMILES = CCCn1ncc(CN2CCC(N3CCC(C(=O)N4CCOCC4)CC3)CC2)c1C